# C20H30GeN3O11PSeV

C20H30GeN3O11PSeV as an isolated structure (wB97M-V/def2-TZVPD, the OMol25 dataset).

The geometry in ORCA input format:
```
! wB97M-V def2-TZVPD RIJCOSX def2/J DEFGRID3
* xyz 0 2
V 0.148 -0.559 0.555
O -1.543 -1.900 0.662
C -1.393 -2.322 2.004
C -1.520 -1.067 2.869
N -0.514 -0.077 2.477
C -1.047 1.290 2.523
C -1.308 1.739 1.091
O -1.849 2.916 0.944
O -1.134 0.953 0.170
C 0.757 -0.177 3.198
C 1.764 0.592 2.351
O 2.548 1.425 2.966
O 1.764 0.435 1.141
H -1.229 -2.634 0.066
H -0.416 -2.800 2.160
H -2.184 -3.040 2.270
H -1.452 -1.308 3.937
H -2.506 -0.644 2.654
H -0.320 1.992 2.935
H -1.972 1.369 3.103
H 1.078 -1.225 3.204
H 0.711 0.220 4.221
N 3.592 3.077 1.187
C 3.179 2.807 -0.188
P 1.313 2.688 -0.261
O 0.774 2.806 1.128
O 0.945 1.518 -1.128
C 0.615 4.135 -1.220
N -0.775 3.706 -1.366
H 3.208 3.968 1.487
H 4.604 3.103 1.266
H 2.997 2.072 2.255
H 3.548 1.824 -0.488
H 3.555 3.554 -0.899
H 1.127 4.271 -2.180
H 0.651 5.055 -0.638
H -1.287 4.291 -2.018
H -1.559 3.304 0.032
H -0.742 2.757 -1.740
Ge 0.443 -0.303 -2.835
C -0.123 -1.960 -3.770
C -1.482 -2.179 -3.955
C -1.945 -3.392 -4.429
C -1.047 -4.409 -4.700
C 0.309 -4.202 -4.515
C 0.771 -2.980 -4.060
C 1.991 0.758 -3.498
C 3.278 0.346 -3.186
C 4.367 1.134 -3.517
C 4.176 2.342 -4.162
C 2.895 2.757 -4.486
C 1.808 1.965 -4.158
H -0.858 0.398 -2.449
H -2.178 -1.383 -3.715
H -3.006 -3.556 -4.556
H -1.406 -5.366 -5.048
H 1.009 -5.002 -4.705
H 1.831 -2.823 -3.912
H 3.420 -0.590 -2.660
H 5.366 0.805 -3.265
H 5.025 2.959 -4.416
H 2.748 3.702 -4.988
H 0.807 2.288 -4.406
O 2.502 -3.339 -1.246
Se 1.234 -2.636 -0.665
O 1.356 -2.283 0.899
O 1.060 -1.069 -1.291
O -0.118 -3.437 -0.914
*
```

The calculation puts the electronic energy at -205059.221 eV. The orbital gap (alpha / beta) comes out at 7.0 / 6.4 eV. For the molecular weight, the calculation gives 721.958 g/mol. The calculation puts the highest occupied orbital energy (alpha / beta) at -6.53 / -5.99 eV. The energy relative to the best compared isomer or geometry (same formula, charge and spin) comes out at 10.9 kcal per mole.

natural (NBO) atomic charge list, values in e, 5 entries:
1. V 1.11
2. O -0.75
3. C -0.09
4. C -0.23
5. N -0.47

=====

# C2H4N4

A single C2H4N4 molecule (wB97M-V/def2-TZVPD, the OMol25 dataset).

The geometry in ORCA input format:
```
! wB97M-V def2-TZVPD RIJCOSX def2/J DEFGRID3
* xyz 0 1
N 1.166 -0.753 -0.837
C 0.211 -0.121 -0.052
C -0.492 -0.449 1.090
N -1.405 0.534 1.334
N -1.295 1.463 0.456
N -0.304 1.099 -0.388
H 1.027 -0.657 -1.832
H 1.448 -1.688 -0.574
H -0.394 -1.264 1.795
H 0.037 1.835 -0.992
*
```

The calculation puts the electronic energy at -8098.140 eV. The orbital gap comes out at 9.4 eV. For the molecular weight, the calculation gives 84.082 g/mol. The calculation puts the highest occupied orbital energy at -8.71 eV. The energy relative to the best compared isomer or geometry (same formula, charge and spin) comes out at 27.1 kcal per mole.

natural (NBO) atomic charge list, values in e, 5 entries:
1. N -0.82
2. C 0.28
3. C -0.20
4. N -0.22
5. N -0.08

=====

# C22H24IrO5PS

C22H24IrO5PS as an isolated structure (wB97M-V/def2-TZVPD, the OMol25 dataset).

The geometry in ORCA input format:
```
! wB97M-V def2-TZVPD RIJCOSX def2/J DEFGRID3
* xyz 2 1
Ir 0.015 -1.287 1.046
C -1.172 0.499 3.169
O -1.569 -0.358 2.049
C -2.601 -1.326 2.407
C -1.928 -2.541 2.988
O -0.951 -2.995 2.026
C -1.293 -4.186 1.263
H -2.068 0.969 3.569
H -0.503 1.251 2.768
H -0.669 -0.091 3.933
H -3.126 -1.554 1.478
H -3.298 -0.862 3.103
H -2.635 -3.334 3.230
H -1.371 -2.289 3.890
H -1.586 -4.972 1.955
H -0.391 -4.481 0.734
H -2.103 -3.975 0.565
O 3.722 -2.243 1.385
S 2.640 -1.551 0.815
O 1.778 -0.696 1.772
O 1.501 -2.383 0.239
C 3.121 -0.458 -0.440
C 4.433 -0.440 -0.879
C 4.773 0.433 -1.906
C 3.811 1.256 -2.469
C 2.493 1.225 -2.017
C 2.132 0.368 -0.990
P 0.394 0.347 -0.460
C -0.595 -0.041 -1.896
C -0.719 -1.386 -2.265
C -1.453 -1.730 -3.389
C -2.057 -0.736 -4.148
C -1.923 0.600 -3.794
C -1.196 0.955 -2.668
C -0.010 1.971 0.149
C -1.347 2.385 0.141
C -1.687 3.614 0.680
C -0.701 4.424 1.236
C 0.624 4.012 1.251
C 0.977 2.787 0.706
H 5.167 -1.092 -0.425
H 5.792 0.464 -2.266
H 4.082 1.931 -3.269
H 1.756 1.874 -2.474
H -0.204 -2.160 -1.705
H -1.541 -2.767 -3.682
H -2.624 -1.004 -5.029
H -2.388 1.369 -4.396
H -1.096 1.999 -2.401
H -2.115 1.754 -0.290
H -2.716 3.946 0.661
H -0.970 5.384 1.656
H 1.386 4.650 1.679
H 2.012 2.469 0.718
*
```

The calculation puts the electronic energy at -56387.353 eV. The orbital gap comes out at 7.4 eV. For the molecular weight, the calculation gives 623.687 g/mol. The calculation puts the highest occupied orbital energy at -15.34 eV.

natural (NBO) atomic charge list, values in e, 5 entries:
1. Ir 1.05
2. C -0.26
3. O -0.54
4. C -0.11
5. C -0.11

=====

# C40H49BCl3N9S4Tc

C40H49BCl3N9S4Tc as an isolated structure (wB97M-V/def2-TZVPD, the OMol25 dataset).

The geometry in ORCA input format:
```
! wB97M-V def2-TZVPD RIJCOSX def2/J DEFGRID3
* xyz 2 4
Tc -0.123 0.110 -2.067
C 0.890 -4.971 -0.654
C 0.569 -3.830 0.256
C 0.421 -3.971 1.600
C 0.096 -2.855 2.414
N -0.038 -1.669 1.893
N 0.118 -1.517 0.568
B 0.025 -0.032 0.095
N 1.259 0.753 0.676
N 2.188 -0.035 1.232
C 3.142 0.503 1.945
C 3.186 1.901 2.146
C 2.308 2.718 1.498
C 2.343 4.207 1.633
C 1.334 2.083 0.680
S 0.236 3.105 -0.213
C 4.142 -0.430 2.604
C 3.904 -0.370 4.122
C 5.569 0.033 2.288
C 3.957 -1.865 2.113
N -1.263 0.568 0.776
N -1.137 1.123 1.983
C -2.214 1.551 2.586
C -3.492 1.375 2.000
C -3.624 0.814 0.764
C -4.937 0.628 0.076
C -2.414 0.435 0.130
S -2.383 -0.230 -1.475
C -2.053 2.283 3.907
C -2.878 1.584 4.994
C -2.569 3.716 3.701
C -0.587 2.336 4.333
C 0.387 -2.516 -0.271
S 0.470 -2.244 -1.971
C -0.127 -3.014 3.908
C -0.402 -1.664 4.562
C 1.120 -3.641 4.544
C -1.337 -3.940 4.113
H 0.972 -5.898 -0.092
H 1.831 -4.789 -1.177
H 0.118 -5.085 -1.417
H 0.541 -4.946 2.055
H 3.936 2.327 2.800
H 3.144 4.511 2.302
H 1.399 4.585 2.032
H 2.489 4.681 0.661
H 4.091 0.628 4.524
H 4.582 -1.060 4.625
H 2.879 -0.653 4.372
H 5.754 1.061 2.604
H 5.785 -0.042 1.221
H 6.280 -0.600 2.820
H 2.963 -2.246 2.351
H 4.696 -2.505 2.596
H 4.095 -1.937 1.033
H -4.370 1.716 2.533
H -5.758 0.913 0.729
H -5.073 -0.411 -0.227
H -4.982 1.235 -0.831
H -3.943 1.568 4.757
H -2.765 2.121 5.936
H -2.543 0.556 5.149
H -3.628 3.737 3.438
H -2.012 4.225 2.910
H -2.448 4.286 4.623
H -0.169 1.339 4.467
H -0.512 2.874 5.279
H 0.023 2.859 3.594
H 0.429 -0.974 4.405
H -0.540 -1.805 5.635
H -1.302 -1.198 4.153
H 1.987 -2.986 4.443
H 1.370 -4.610 4.110
H 0.942 -3.799 5.609
H -2.230 -3.529 3.638
H -1.538 -4.048 5.179
H -1.160 -4.938 3.707
Cl 5.317 -0.772 -1.841
C 4.584 0.763 -2.297
Cl 5.009 2.041 -1.155
Cl 5.005 1.217 -3.941
C 3.125 0.593 -2.240
N 1.994 0.459 -2.192
C -0.215 2.214 -1.722
H -1.256 2.500 -1.891
H 0.375 2.672 -2.521
S -0.864 -0.050 -8.882
C -0.741 0.044 -7.147
C 0.491 -0.299 -6.573
C 0.635 -0.247 -5.209
N -0.351 0.125 -4.374
C -1.529 0.455 -4.928
C -1.767 0.431 -6.284
C -2.565 0.388 -9.158
C -2.918 1.709 -9.390
C -4.260 1.996 -9.609
N -5.216 1.072 -9.610
C -4.859 -0.192 -9.405
C -3.548 -0.590 -9.175
H 1.324 -0.610 -7.189
H 1.578 -0.525 -4.754
H -2.317 0.754 -4.245
H -2.742 0.709 -6.657
H -2.174 2.494 -9.406
H -4.574 3.017 -9.794
H -5.654 -0.928 -9.425
H -3.304 -1.632 -9.021
*
```

The calculation puts the electronic energy at -139458.863 eV. The orbital gap (alpha / beta) comes out at 7.8 / 6.9 eV. For the molecular weight, the calculation gives 999.334 g/mol. The calculation puts the highest occupied orbital energy (alpha / beta) at -13.11 / -13.20 eV. The energy relative to the best compared isomer or geometry (same formula, charge and spin) comes out at 0.0 kcal per mole.

Löwdin atomic charge list, values in e, 5 entries:
1. Tc 1.03
2. C -0.05
3. C -0.23
4. C 0.08
5. C -0.20

=====

# C28H28AsBIrN3O8S2

C28H28AsBIrN3O8S2 as an isolated structure (wB97M-V/def2-TZVPD, the OMol25 dataset).

The geometry in ORCA input format:
```
! wB97M-V def2-TZVPD RIJCOSX def2/J DEFGRID3
* xyz 1 6
Ir -0.079 0.840 0.012
C -2.596 5.311 5.746
C -2.585 4.755 4.350
C -3.688 4.076 3.839
C -3.665 3.528 2.568
C -2.521 3.675 1.795
C -1.412 4.368 2.270
C -1.457 4.905 3.543
S -2.448 2.867 0.249
O -1.304 3.394 -0.470
O -3.737 2.859 -0.371
N -1.991 1.327 0.629
C -2.783 0.170 0.412
C -4.159 0.057 0.509
C -4.709 -1.185 0.243
C -3.889 -2.256 -0.094
C -2.526 -2.045 -0.158
N -1.993 -0.846 0.096
H -3.553 5.142 6.236
H -2.399 6.384 5.741
H -1.816 4.841 6.347
H -4.580 3.980 4.445
H -4.527 3.008 2.173
H -0.545 4.495 1.638
H -0.603 5.455 3.920
H -4.768 0.912 0.760
H -5.782 -1.316 0.295
H -4.296 -3.236 -0.298
H -1.834 -2.839 -0.408
C 1.643 0.471 -3.394
As 0.452 1.554 -2.334
C 1.173 3.323 -2.559
C -1.137 1.570 -3.426
S 1.503 2.233 1.300
H 1.603 0.839 -4.419
H 1.332 -0.571 -3.361
H 2.655 0.558 -3.007
H 1.292 3.502 -3.627
H 2.140 3.396 -2.065
H 0.482 4.045 -2.131
H -0.892 2.015 -4.390
H -1.913 2.157 -2.939
H -1.486 0.549 -3.571
O 0.673 -2.981 0.281
C 0.590 -1.965 0.914
O 0.963 -0.789 0.370
C 0.118 -1.952 2.332
C -0.034 -0.797 3.090
C -0.546 -0.852 4.379
C -0.897 -2.074 4.932
C -0.712 -3.212 4.171
C -0.214 -3.183 2.889
N -1.073 -4.524 4.758
O -1.445 -4.531 5.910
O -0.971 -5.497 4.047
H 0.255 0.167 2.690
H -0.665 0.056 4.954
H -1.300 -2.156 5.931
H -0.090 -4.094 2.323
O 4.045 1.116 1.745
B 2.999 1.362 0.864
O 3.299 0.856 -0.405
C 4.513 0.256 -0.276
C 5.253 -0.420 -1.232
C 6.465 -0.928 -0.810
C 6.923 -0.765 0.513
C 6.180 -0.093 1.464
C 4.965 0.410 1.034
H 4.894 -0.560 -2.242
H 7.082 -1.474 -1.511
H 7.883 -1.179 0.788
H 6.515 0.036 2.483
*
```

The calculation puts the electronic energy at -136356.301 eV. The orbital gap (alpha / beta) comes out at 8.8 / 4.7 eV. For the molecular weight, the calculation gives 876.630 g/mol. The calculation puts the highest occupied orbital energy (alpha / beta) at -11.36 / -11.50 eV. The energy relative to the best compared isomer or geometry (same formula, charge and spin) comes out at 7.8 kcal per mole.

Löwdin atomic charge list, values in e, 5 entries:
1. Ir 1.19
2. C -0.04
3. C -0.25
4. C -0.02
5. C -0.04

=====

# C8H15N2O2P

A single C8H15N2O2P molecule (wB97M-V/def2-TZVPD, the OMol25 dataset).

The geometry in ORCA input format:
```
! wB97M-V def2-TZVPD RIJCOSX def2/J DEFGRID3
* xyz 0 1
C -0.810 2.780 0.345
O -0.254 1.646 -0.307
P -0.146 0.250 0.490
O -0.262 0.433 1.937
N -1.346 -0.807 -0.043
C -2.386 -1.080 0.834
C -3.522 -0.679 0.224
N -3.207 -0.138 -0.988
C -1.949 -0.253 -1.148
C 1.450 -0.486 -0.118
C 1.893 0.111 -1.446
C 2.472 -0.181 0.972
C 1.246 -1.992 -0.232
H -0.942 2.578 1.411
H -1.772 3.021 -0.110
H -0.117 3.612 0.215
H -2.191 -1.515 1.791
H -4.543 -0.725 0.544
H -1.397 0.069 -2.010
H 2.804 -0.383 -1.783
H 1.134 -0.020 -2.208
H 2.095 1.173 -1.339
H 2.554 0.893 1.123
H 3.449 -0.577 0.702
H 2.158 -0.625 1.914
H 0.830 -2.384 0.697
H 0.561 -2.237 -1.045
H 2.199 -2.486 -0.422
*
```

The calculation puts the electronic energy at -24904.660 eV. The orbital gap comes out at 10.0 eV. For the molecular weight, the calculation gives 202.194 g/mol. The calculation puts the highest occupied orbital energy at -9.24 eV. The energy relative to the best compared isomer or geometry (same formula, charge and spin) comes out at 0.0 kcal per mole.

natural (NBO) atomic charge list, values in e, 5 entries:
1. C -0.26
2. O -0.83
3. P 2.34
4. O -1.10
5. N -0.74